## P
Molecular formula: C16H17N
Method: DFT, ωB97M-V/def2-TZVPD

Each line ends with the Mulliken charge.
Cartesian coordinates (Å):
H1 3.536 -0.214 -3.780  0.279
C1 0.527 0.372 -2.058  -0.276
C2 -1.059 -1.788 3.236  -0.457
H2 2.051 0.161 -4.771  0.273
C3 0.589 -2.267 -1.591  -0.409
H3 1.122 -2.168 2.857  0.499
C4 -0.604 1.792 1.251  0.750
H4 -3.028 -1.393 3.229  0.488
C5 0.472 -0.232 2.352  -0.224
H5 -1.282 0.255 -0.730  0.744
H6 2.410 -2.321 -2.599  0.288
H7 0.147 2.598 -0.294  0.081
H8 0.457 1.404 -2.263  0.430
C6 0.346 -1.459 2.811  -0.753
H9 0.740 -3.344 -1.479  0.310
H10 0.391 3.813 1.003  0.247
H11 -1.139 -2.262 -0.413  0.277
C7 1.565 -1.663 -2.354  -0.290
H12 1.455 0.325 2.216  0.171
C8 2.468 0.289 -3.745  -1.282
H13 2.640 1.396 -3.726  0.325
C9 -0.443 -1.639 -1.062  -0.456
H14 -2.153 2.831 0.195  0.436
C10 -0.471 -0.177 -1.258  -0.538
C11 -0.604 0.565 1.997  0.852
C12 1.557 -0.353 -2.750  0.317
N1 -2.824 1.070 1.403  -0.191
H15 -1.313 -2.695 3.849  0.294
H16 1.529 2.501 0.977  0.315
H17 -3.550 0.720 0.877  0.263
C13 -1.948 0.199 2.144  -0.071
C14 0.451 2.681 0.791  -0.980
C15 -2.115 -1.039 2.866  -0.651
C16 -1.918 2.041 0.817  -1.062

Results
LUMO energy: 0.03274 Eh
SMILES: Cc1c[nH]c2ccccc12.Cc1ccccc1
HOMO-LUMO gap: 8.663 eV
2S+1: 1
E_HOMO: -7.8 eV


## Q
Molecular formula: C16H17N
Method: DFT, ωB97M-V/def2-TZVPD

Each line ends with the Mulliken charge.
Cartesian coordinates (Å):
H1 -1.163 -3.030 -2.922  0.401
H2 0.266 3.303 -0.706  0.464
H3 -0.061 -0.216 5.204  0.320
C1 0.655 -1.085 3.401  -0.723
H4 0.698 2.024 4.670  0.298
H5 -0.291 -1.978 1.025  0.353
N1 -2.212 -0.962 -2.670  -0.231
C2 0.379 1.224 -1.282  -0.129
H6 2.346 2.228 2.519  0.390
C3 1.052 -0.874 2.052  0.919
C4 -0.146 2.409 -1.097  -0.731
C5 0.794 -2.113 1.239  -1.342
C6 -1.765 0.270 -2.065  -0.287
H7 2.112 0.581 0.693  0.219
C7 0.402 0.009 4.238  -0.340
C8 1.054 1.210 3.993  -0.524
H8 1.796 -1.880 -1.134  -0.028
H9 0.294 -2.079 3.692  0.289
C9 -1.168 -1.962 -2.661  -0.710
H10 1.601 -2.111 0.571  0.206
H11 1.504 1.086 -1.387  0.279
C10 -2.308 1.555 -1.980  -0.777
C11 -0.343 0.096 -1.771  0.896
C12 1.716 0.325 1.746  0.067
H12 -3.072 1.711 -2.628  0.456
H13 -2.085 3.528 -1.311  0.294
H14 2.095 -1.137 -2.588  0.276
C13 1.760 1.355 2.715  -0.576
C14 1.253 -1.812 -2.178  -1.158
C15 -1.523 2.560 -1.392  -0.374
H15 1.466 -2.736 -2.694  0.403
H16 0.647 -3.081 1.710  0.433
H17 -3.123 -1.010 -2.506  0.245
C16 -0.068 -1.244 -2.209  0.722

Results
LUMO energy: 0.03212 Eh
SMILES: Cc1c[nH]c2ccccc12.Cc1ccccc1
HOMO-LUMO gap: 8.720 eV
2S+1: 1
E_HOMO: -7.8 eV


Stability comparison, relative energies in eV: P 0.000; Q 1.037